DFT (ωB97M-V/def2-TZVPD) results for a 2-piece molecular cluster, C4H12O overall.

ORCA input file:
```
! RIJCOSX wB97M-V def2-TZVPD def2/J DEFGRID3
* xyz 0 1
C 0.15 0.96 -1.56
C -0.15 1.99 -0.49
O -0.88 -0.02 -1.67
H 0.20 1.38 -2.57
H 1.10 0.44 -1.39
H 0.71 2.36 0.06
H -1.00 -0.43 -0.81
H -0.84 1.58 0.25
H -0.69 2.85 -0.92
C -0.07 -0.91 1.98
C 0.93 -1.93 1.46
H -0.38 -0.21 1.20
H -0.98 -1.34 2.40
H 0.42 -0.31 2.75
H 0.57 -2.44 0.57
H 1.86 -1.42 1.20
H 1.11 -2.68 2.24
*
```

Values from the calculation:
* HOMO level: -10.30 eV
* SMILES string: CCO.CC
* frontier orbital gap: 11.302 eV
* energy relative to the best compared isomer or geometry (same formula, charge and spin): 12.0 kcal/mol
* E: -234.8135 Ha
* LUMO: 1.00 eV

DFT (ωB97M-V/def2-TZVPD) results for C25H22Cl2IrO8P2S9 as an isolated structure.

ORCA input file:
```
! RIJCOSX wB97M-V def2-TZVPD def2/J DEFGRID3
* xyz 0 2
Ir -0.71 -0.46 -0.39
Cl -1.08 1.63 -1.89
C -2.10 2.69 -0.98
C -2.05 4.04 -1.23
C -2.85 4.90 -0.49
C -3.69 4.39 0.49
C -3.74 3.02 0.71
Cl -4.81 2.40 1.90
C -2.95 2.14 -0.03
S -3.06 0.43 0.26
H -1.39 4.42 -2.00
H -2.82 5.96 -0.67
H -4.31 5.04 1.09
C -2.35 -5.20 -0.69
C -1.53 -4.08 -1.31
O -0.87 -4.48 -2.51
P -2.61 -2.69 -1.83
O -3.84 -2.56 -0.86
O -3.31 -3.24 -3.14
O -1.92 -1.39 -2.09
P -0.41 -3.37 -0.03
O 0.60 -2.59 -1.06
O 0.33 -4.32 0.80
O -1.29 -2.29 0.62
H -3.11 -5.56 -1.39
H -2.85 -4.83 0.21
H -1.69 -6.02 -0.41
H 0.08 -4.50 -2.36
H -3.90 -1.67 -0.47
H -2.66 -3.57 -3.78
H 1.41 -2.29 -0.60
C -2.74 -1.91 3.58
S -1.10 -2.61 3.85
C -0.15 -1.18 4.13
C -0.12 0.03 3.48
S -0.85 0.67 2.05
S 0.88 1.25 4.29
C 1.56 0.25 5.53
S 2.65 0.80 6.61
S 0.93 -1.37 5.49
H -3.37 -2.75 3.30
H -2.73 -1.18 2.78
H -3.09 -1.47 4.51
O 1.35 -0.13 -0.32
C 2.20 0.91 -0.72
C 2.10 1.12 -2.23
C 1.48 0.29 -3.12
C 1.66 0.71 -4.47
C 2.42 1.83 -4.57
S 2.94 2.39 -3.04
C 3.64 0.45 -0.49
C 4.19 -0.72 -0.92
C 5.57 -0.82 -0.63
C 6.05 0.29 0.01
S 4.82 1.45 0.27
C 1.93 2.17 0.10
C 2.03 2.22 1.46
C 1.69 3.49 2.00
C 1.32 4.37 1.04
S 1.40 3.69 -0.53
H 0.92 -0.58 -2.82
H 1.24 0.19 -5.31
H 2.72 2.36 -5.46
H 3.62 -1.47 -1.45
H 6.18 -1.67 -0.89
H 7.05 0.49 0.35
H 2.36 1.38 2.04
H 1.73 3.72 3.05
H 1.02 5.40 1.15
*
```

Values from the calculation:
* HOMO level (spin up / spin down): -7.58 / -7.59 eV
* frontier orbital gap (spin up / spin down): 5.078 / 5.034 eV
* energy relative to the best compared isomer or geometry (same formula, charge and spin): 90.9 kcal/mol
* E: -6858.9716 Ha
* LUMO (spin up / spin down): -2.50 / -2.56 eV

DFT (ωB97M-V/def2-TZVPD) results for a 2-piece molecular cluster, CHCl3O2S overall.

ORCA input file:
```
! RIJCOSX wB97M-V def2-TZVPD def2/J DEFGRID3
* xyz 0 1
C 0.25 0.49 -0.31
O 3.83 -1.64 -0.07
O 1.42 -0.08 -0.25
S 3.65 -0.46 -0.73
Cl 0.36 2.11 0.43
Cl -0.28 0.88 -2.01
Cl 4.25 1.05 0.48
H -0.50 -0.06 0.11
*
```

Values from the calculation:
* HOMO level: -9.81 eV
* frontier orbital gap: 6.715 eV
* energy relative to the best compared isomer or geometry (same formula, charge and spin): 46.6 kcal/mol
* E: -1967.8368 Ha
* LUMO: -3.09 eV

DFT (ωB97M-V/def2-TZVPD) results for a 18-piece molecular cluster, C42H58BrF5IN18O overall.

ORCA input file:
```
! RIJCOSX wB97M-V def2-TZVPD def2/J DEFGRID3
* xyz 1 1
O -0.95 -8.65 5.68
C -0.35 -8.57 4.49
I 1.13 -10.14 3.94
C -0.63 -7.43 3.34
C -0.73 -5.89 3.90
C -2.29 -5.46 4.30
C -2.95 -5.06 2.85
C -4.15 -5.98 2.21
F -5.28 -5.03 1.88
F -3.78 -6.65 0.93
C -4.79 -7.10 3.21
F -3.87 -8.20 3.59
F -5.93 -7.76 2.48
F -5.37 -6.45 4.43
N -1.78 -4.64 1.98
C -0.55 -5.03 2.48
Br 1.31 -4.75 1.78
H -1.55 -7.64 2.65
H 0.32 -7.45 2.61
H 0.06 -5.64 4.76
H -2.88 -6.15 5.05
H -2.20 -4.41 4.83
H -3.48 -4.01 3.05
H -1.83 -4.11 1.07
C -5.15 -3.91 -1.42
C -3.67 -4.13 -1.12
N -2.45 -4.32 -0.88
H -5.64 -3.50 -0.53
H -5.26 -3.20 -2.24
H -5.62 -4.85 -1.69
C 3.30 -1.93 -1.20
C 3.78 -3.36 -1.01
N 4.18 -4.54 -0.85
H 2.79 -1.58 -0.30
H 4.15 -1.27 -1.40
H 2.61 -1.87 -2.04
C 5.14 -6.41 2.63
C 4.64 -7.46 3.60
N 4.22 -8.33 4.41
H 5.15 -6.81 1.61
H 4.50 -5.53 2.65
H 6.16 -6.11 2.89
C -9.44 -3.23 -0.05
C -8.55 -2.09 -0.50
N -7.82 -1.13 -0.88
H -9.63 -3.15 1.03
H -10.39 -3.20 -0.58
H -8.95 -4.19 -0.25
C 3.68 2.56 -1.22
C 3.18 1.51 -0.25
N 2.76 0.64 0.56
H 3.68 2.15 -2.24
H 3.03 3.44 -1.19
H 4.70 2.86 -0.95
C 1.81 7.03 -1.77
C 2.37 5.87 -2.57
N 2.84 4.92 -3.25
H 0.75 6.86 -1.57
H 2.34 7.11 -0.81
H 1.92 7.96 -2.32
C -9.49 1.00 -2.88
C -10.94 1.30 -3.25
N -12.13 1.54 -3.56
H -8.82 1.35 -3.68
H -9.23 1.52 -1.95
H -9.35 -0.07 -2.74
C -5.56 2.76 -5.52
C -6.06 1.71 -4.55
N -6.48 0.84 -3.74
H -5.55 2.36 -6.54
H -6.21 3.64 -5.49
H -4.54 3.06 -5.26
C 2.94 8.01 2.77
C 2.15 7.04 1.90
N 1.50 6.23 1.18
H 2.39 8.95 2.87
H 3.10 7.58 3.76
H 3.91 8.21 2.31
C -6.55 -2.04 3.68
C -5.07 -2.26 3.97
N -3.85 -2.45 4.22
H -7.05 -1.63 4.57
H -6.66 -1.33 2.85
H -7.02 -2.98 3.41
C 6.70 -2.24 0.97
C 7.18 -3.67 1.16
N 7.58 -4.85 1.32
H 6.19 -1.89 1.88
H 7.55 -1.58 0.77
H 6.00 -2.19 0.13
C 2.39 10.57 -4.83
C 2.33 10.10 -3.38
N 2.28 9.72 -2.18
H 1.45 10.32 -5.33
H 2.54 11.65 -4.86
H 3.21 10.07 -5.34
C 6.77 10.53 -6.23
C 5.33 10.82 -6.61
N 4.13 11.07 -6.91
H 7.44 10.87 -7.03
H 7.03 11.04 -5.31
H 6.91 9.45 -6.09
C 9.08 -4.45 5.19
C 7.90 -3.52 4.94
N 6.93 -2.74 4.73
H 9.82 -3.95 5.83
H 8.73 -5.36 5.70
H 9.54 -4.73 4.25
C -2.63 -7.75 -1.74
C -2.06 -8.91 -2.55
N -1.60 -9.87 -3.23
H -3.69 -7.92 -1.55
H -2.10 -7.67 -0.79
H -2.52 -6.82 -2.30
C 1.31 10.82 5.73
C 2.62 10.65 4.99
N 3.71 10.51 4.36
H 1.12 11.88 5.92
H 0.49 10.41 5.14
H 1.36 10.29 6.69
C 3.86 6.34 -7.10
C 4.74 7.48 -7.56
N 5.48 8.44 -7.94
H 3.67 6.42 -6.03
H 2.90 6.37 -7.64
H 4.35 5.38 -7.31
*
```

Values from the calculation:
* HOMO level: -11.65 eV
* frontier orbital gap: 7.197 eV
* energy relative to the best compared isomer or geometry (same formula, charge and spin): 415.5 kcal/mol
* E: -6066.0292 Ha
* LUMO: -4.45 eV

DFT (ωB97M-V/def2-TZVPD) results for C27H25IN4O2Zn as an isolated structure.

ORCA input file:
```
! RIJCOSX wB97M-V def2-TZVPD def2/J DEFGRID3
* xyz 0 1
C 2.59 3.92 -1.21
C 3.63 2.90 -1.64
H 2.21 4.47 -2.08
H 3.00 4.64 -0.50
H 1.75 3.43 -0.69
H 3.22 2.15 -2.32
H 4.48 3.40 -2.12
H 4.01 2.38 -0.75
C -3.03 1.67 -2.60
C -4.18 1.53 -3.37
C -4.27 0.46 -4.26
C -3.19 -0.42 -4.35
H -2.91 2.52 -1.92
H -4.98 2.26 -3.26
H -5.15 0.30 -4.87
H -3.20 -1.28 -5.02
N -1.97 0.85 -2.72
C -2.04 -0.19 -3.58
C -0.84 -1.06 -3.63
N 0.25 -0.64 -2.93
C 1.30 -1.49 -2.80
C 0.25 -3.14 -4.20
C 1.32 -2.75 -3.41
H 2.12 -1.15 -2.17
H 2.18 -3.39 -3.26
C -0.84 -2.28 -4.31
H -1.71 -2.54 -4.90
H 0.25 -4.09 -4.74
Zn 0.08 1.19 -1.94
I -0.26 3.64 -2.51
O 2.68 1.45 0.29
C 1.63 0.96 0.66
N 1.34 0.71 2.00
C 0.36 -0.33 2.14
C -0.07 -0.51 0.67
O -0.82 -1.40 0.28
N 0.55 0.47 -0.08
C 1.06 -1.49 2.80
C 1.13 -2.76 2.23
C 1.88 -3.75 2.88
C 2.54 -3.47 4.07
C 2.44 -2.20 4.66
C 1.68 -1.21 4.03
C -0.82 0.20 2.91
C -1.36 -0.46 4.01
C -2.44 0.13 4.69
C -2.96 1.35 4.25
C -2.42 1.99 3.12
C -1.34 1.41 2.45
H 2.09 0.90 2.64
H 0.58 -2.95 1.30
H 1.92 -4.74 2.42
H 3.14 -4.24 4.56
H 2.94 -1.96 5.60
H 1.55 -0.23 4.51
H -0.95 -1.42 4.34
H -2.85 -0.38 5.56
H -3.80 1.81 4.78
H -2.81 2.94 2.76
H -0.90 1.88 1.57
*
```

Values from the calculation:
* HOMO level: -8.01 eV
* frontier orbital gap: 6.976 eV
* energy relative to the best compared isomer or geometry (same formula, charge and spin): 0.0 kcal/mol
* E: -3490.5229 Ha
* LUMO: -1.03 eV

DFT (ωB97M-V/def2-TZVPD) results for C28H38CrN5O6PS3 as an isolated structure.

ORCA input file:
```
! RIJCOSX wB97M-V def2-TZVPD def2/J DEFGRID3
* xyz -1 2
Cr -0.16 0.09 0.23
C 0.22 3.09 -0.01
C 0.27 2.13 1.15
N -0.86 1.56 1.51
N -1.06 1.10 2.80
C -1.58 -0.07 2.85
S -1.81 -1.07 1.44
S -2.00 -0.68 4.48
C -0.38 -0.51 5.33
C 0.29 -1.83 5.58
C -0.06 -2.59 6.69
C 0.56 -3.80 6.96
C 1.56 -4.26 6.11
C 1.91 -3.52 4.99
C 1.27 -2.31 4.72
C 1.46 1.98 1.99
C 2.25 3.03 2.45
C 3.32 2.78 3.30
C 3.59 1.47 3.68
C 2.83 0.41 3.20
C 1.76 0.65 2.32
O 1.07 -0.33 1.79
H -0.81 3.25 -0.33
H 0.79 2.70 -0.86
H 0.67 4.04 0.29
H -0.59 0.00 6.27
H 0.21 0.15 4.69
H -0.83 -2.22 7.36
H 0.27 -4.38 7.83
H 2.06 -5.20 6.32
H 2.69 -3.88 4.33
H 1.51 -1.75 3.82
H 2.01 4.05 2.16
H 3.93 3.60 3.67
H 4.42 1.26 4.35
H 3.07 -0.61 3.47
O -1.78 -1.09 -2.97
S -0.78 -0.36 -2.25
O 0.19 0.31 -3.09
O -1.35 0.64 -1.23
O -0.10 -1.31 -1.22
O 1.70 0.39 -0.66
P 2.53 -0.85 -1.06
N 2.71 -1.43 -2.60
C 1.96 -2.57 -3.17
C 2.49 -2.60 -4.60
C 2.51 -1.11 -4.96
C 3.02 -0.44 -3.67
N 4.09 -0.22 -0.90
C 4.32 1.06 -0.17
C 5.84 1.19 -0.14
C 6.27 0.46 -1.42
C 5.36 -0.76 -1.38
N 2.49 -2.20 -0.06
C 1.34 -3.01 0.41
C 1.96 -4.29 0.95
C 3.16 -4.50 0.05
C 3.69 -3.09 -0.15
H 0.89 -2.40 -3.20
H 2.16 -3.48 -2.61
H 1.86 -3.19 -5.26
H 3.51 -3.01 -4.62
H 1.50 -0.77 -5.15
H 3.14 -0.87 -5.82
H 2.51 0.51 -3.49
H 4.10 -0.26 -3.71
H 3.90 1.04 0.83
H 3.87 1.89 -0.71
H 6.25 0.68 0.73
H 6.16 2.24 -0.10
H 7.33 0.18 -1.43
H 6.05 1.07 -2.29
H 5.79 -1.49 -0.69
H 5.25 -1.24 -2.35
H 0.64 -3.24 -0.39
H 0.79 -2.47 1.18
H 1.24 -5.11 0.92
H 2.28 -4.16 1.99
H 2.85 -4.94 -0.91
H 3.92 -5.15 0.48
H 4.21 -2.99 -1.11
H 4.40 -2.84 0.65
*
```

Values from the calculation:
* HOMO level (spin up / spin down): -5.08 / -5.09 eV
* frontier orbital gap (spin up / spin down): 7.150 / 7.579 eV
* energy relative to the best compared isomer or geometry (same formula, charge and spin): 21.0 kcal/mol
* E: -4395.5767 Ha
* LUMO (spin up / spin down): 2.07 / 2.49 eV

DFT (ωB97M-V/def2-TZVPD) results for a 2-piece molecular cluster, CH4N2P2 overall.

ORCA input file:
```
! RIJCOSX wB97M-V def2-TZVPD def2/J DEFGRID3
* xyz 0 1
C 0.05 0.19 0.23
N 1.17 0.27 1.03
N -1.03 -0.55 0.13
P 1.66 0.72 -0.59
P -1.54 1.06 -0.18
H 1.46 -0.57 1.52
H -1.58 -1.79 -2.13
H 1.95 -0.57 -1.10
H -2.13 1.25 1.09
*
```

Values from the calculation:
* HOMO level (spin up / spin down): -9.26 / -7.88 eV
* frontier orbital gap (spin up / spin down): 7.865 / 8.169 eV
* energy relative to the best compared isomer or geometry (same formula, charge and spin): 132.0 kcal/mol
* E: -832.4745 Ha
* LUMO (spin up / spin down): -1.40 / 0.29 eV

DFT (ωB97M-V/def2-TZVPD) results for an isolated ion of composition C2H4IN2 and charge +1.

ORCA input file:
```
! RIJCOSX wB97M-V def2-TZVPD def2/J DEFGRID3
* xyz 1 1
C 1.17 0.32 1.43
C -0.14 0.04 -0.71
N 0.37 -0.03 0.51
N -1.44 -0.29 -0.80
I 0.88 0.04 -2.57
H 1.80 1.30 1.43
H 1.27 -0.21 2.33
H -1.95 -0.63 0.01
H -1.97 -0.53 -1.63
*
```

Values from the calculation:
* HOMO level: -14.71 eV
* SMILES string: C=NC(=[NH2+])I
* frontier orbital gap: 8.937 eV
* energy relative to the best compared isomer or geometry (same formula, charge and spin): 13.1 kcal/mol
* E: -485.4981 Ha
* LUMO: -5.77 eV

DFT (ωB97M-V/def2-TZVPD) results for a 5-piece molecular cluster, C2H14O4S2 overall.

ORCA input file:
```
! RIJCOSX wB97M-V def2-TZVPD def2/J DEFGRID3
* xyz 0 1
C -0.86 0.82 -0.69
S -0.73 -0.91 -1.04
S 0.43 -1.92 0.23
C 2.14 -2.10 -0.36
H -1.48 0.87 0.15
H 0.18 1.13 -0.45
H -0.95 1.47 -1.60
H 2.30 -2.76 -1.22
H 2.66 -1.21 -0.48
H 2.49 -2.68 0.55
H -1.93 0.58 2.30
H -3.40 0.56 1.91
O -2.74 0.95 2.48
H 1.67 1.94 2.02
H 0.95 3.16 2.48
O 0.95 2.52 1.70
H 2.94 0.42 -3.98
H 3.11 1.63 -3.13
O 3.36 0.73 -3.17
H -3.26 -2.03 0.24
H -4.09 -1.84 1.39
O -3.72 -1.33 0.66
*
```

Values from the calculation:
* HOMO level: -8.76 eV
* SMILES string: CSSC.O.O.O.O
* frontier orbital gap: 9.232 eV
* energy relative to the best compared isomer or geometry (same formula, charge and spin): 32.9 kcal/mol
* E: -1181.8816 Ha
* LUMO: 0.48 eV

DFT (ωB97M-V/def2-TZVPD) results for a 2-piece molecular cluster, C12H16N2O overall.

ORCA input file:
```
! RIJCOSX wB97M-V def2-TZVPD def2/J DEFGRID3
* xyz 0 1
C 1.94 -0.78 0.41
C 2.14 0.45 1.39
C 0.97 -1.87 0.96
O -0.06 -1.55 1.50
N 1.61 -3.10 1.10
H 1.48 -0.27 -0.50
H 2.87 -1.16 0.12
H 2.38 -0.08 2.38
H 1.21 -3.54 1.89
H 2.31 -3.49 0.49
H 0.99 0.61 1.48
H 2.83 1.20 1.19
C -2.61 -0.36 1.55
C -0.66 1.73 -1.00
C -1.27 0.46 -0.65
C -2.01 0.77 0.53
C -1.72 2.11 0.89
C 0.28 1.74 -2.05
C 0.25 0.76 -2.98
C -0.98 -0.67 -1.51
C -0.29 -0.50 -2.71
N -1.06 2.79 -0.26
H -0.35 3.42 -0.01
H 1.07 2.53 -2.17
H -2.16 2.67 1.66
H 0.59 0.98 -4.01
H -1.46 -1.70 -1.40
H -3.52 0.02 2.02
H -1.82 -0.67 2.34
H -0.21 -1.26 -3.53
H -2.71 -1.22 0.90
*
```

Values from the calculation:
* HOMO level: -7.71 eV
* SMILES string: Cc1c[nH]c2ccccc12.CCC(N)=O
* frontier orbital gap: 8.528 eV
* energy relative to the best compared isomer or geometry (same formula, charge and spin): 69.4 kcal/mol
* E: -651.5330 Ha
* LUMO: 0.81 eV

DFT (ωB97M-V/def2-TZVPD) results for a 2-piece molecular cluster, C3H4N3 overall.

ORCA input file:
```
! RIJCOSX wB97M-V def2-TZVPD def2/J DEFGRID3
* xyz 1 1
C 0.66 0.38 1.54
C 1.61 0.24 0.48
C -1.78 -0.45 -1.59
N -0.53 0.12 1.02
N 0.92 -0.09 -0.60
N -0.30 -0.16 -0.21
H 0.80 0.65 2.57
H 2.67 0.36 0.46
H -1.32 -0.56 -2.56
H -2.73 -0.48 -1.09
*
```

Values from the calculation:
* HOMO level (spin up / spin down): -16.73 / -15.87 eV
* frontier orbital gap (spin up / spin down): 10.611 / 6.835 eV
* energy relative to the best compared isomer or geometry (same formula, charge and spin): 116.2 kcal/mol
* E: -280.4439 Ha
* LUMO (spin up / spin down): -6.12 / -9.04 eV

DFT (ωB97M-V/def2-TZVPD) results for an isolated ion of composition C11H9O2 and charge -1.

ORCA input file:
```
! RIJCOSX wB97M-V def2-TZVPD def2/J DEFGRID3
* xyz -1 3
C -2.35 1.42 -1.52
C -2.91 0.61 -0.57
C -0.97 1.41 -1.78
C -2.08 -0.24 0.18
C -0.11 0.82 -0.83
C -0.70 -0.04 0.13
C 2.50 0.10 1.22
C 1.27 0.15 1.85
C 2.70 -0.93 0.28
C 1.34 -1.69 0.24
C 0.20 -0.90 0.91
O 0.81 0.92 2.68
O 3.75 -1.22 -0.33
H -2.91 2.07 -2.29
H -4.06 0.69 -0.52
H -0.67 2.01 -2.74
H -2.40 -1.01 0.86
H 0.92 0.86 -0.92
H 3.30 0.90 1.61
H 1.03 -1.93 -0.89
H 1.68 -2.56 0.74
H -0.34 -1.44 1.69
*
```

Values from the calculation:
* HOMO level (spin up / spin down): -0.71 / -4.46 eV
* frontier orbital gap (spin up / spin down): 4.447 / 5.143 eV
* E: -574.9069 Ha
* LUMO (spin up / spin down): 3.74 / 0.68 eV

DFT (ωB97M-V/def2-TZVPD) results for one molecule with the formula C2H6N2.

ORCA input file:
```
! RIJCOSX wB97M-V def2-TZVPD def2/J DEFGRID3
* xyz 0 1
C 1.69 -0.45 0.35
N 0.47 -0.03 -0.40
C -0.69 0.26 0.34
N -1.81 0.19 -0.34
H 2.27 -1.33 -0.19
H 1.26 -0.73 1.42
H 2.35 0.47 0.56
H 0.14 -0.20 -1.32
H -0.53 0.68 1.32
H -2.05 1.09 -0.73
*
```

Values from the calculation:
* HOMO level: -8.03 eV
* SMILES string: [H]/N=C/NC
* frontier orbital gap: 8.857 eV
* energy relative to the best compared isomer or geometry (same formula, charge and spin): 70.9 kcal/mol
* E: -189.2166 Ha
* LUMO: 0.83 eV

| no. | strongest force on any atom (eV Å⁻¹) |
| --- | --- |
| 1 | 0.76 |
| 2 | 4.51 |
| 3 | 5.93 |
| 4 | 10.35 |
| 5 | 2.02 |
| 6 | 1.72 |
| 7 | 1.40 |
| 8 | 3.80 |
| 9 | 3.56 |
| 10 | 6.86 |
| 11 | 5.26 |
| 12 | 6.11 |
| 13 | 4.43 |